# 1
Here is a structure of composition C7H6BrN3O2S from OMol25. Energies are from ωB97M-V with the def2-TZVPD basis set.

XYZ file:
```
20
Properties=species:S:1:pos:R:3:forces:R:3:mulliken_charge:R:1
C -0.9151 -0.7871 1.0941 0.5767 1.9249 -1.1686 -0.75
C -0.5339 -1.2348 -0.1252 0.2087 -2.5737 -0.5453 -0.69
C -0.5673 0.5598 1.5212 0.0024 -0.6396 -0.1017 1.27
C 0.2541 -0.6595 -1.3084 -0.7408 1.9706 1.8559 0.73
C 0.2455 1.3969 0.7645 1.5180 -0.4850 -4.1253 0.31
C 0.7527 0.5876 -1.1108 -2.4105 0.3597 5.4628 0.13
C 0.3440 -1.3458 -2.6374 -0.2995 -3.4223 1.7234 -1.17
N 0.5210 2.5444 1.2918 0.5351 0.0772 0.3218 -0.59
N -0.8665 1.0908 2.6829 -0.2443 0.0523 0.5919 -0.55
N 1.5605 1.4528 -1.8546 1.5056 1.0041 0.1204 0.85
O 2.2324 2.2781 -1.2345 -0.7707 -0.7247 -0.7416 -0.54
O 1.5849 1.2828 -3.0598 -0.0716 0.0088 -0.3225 -0.57
S -0.1309 2.5401 2.8292 -0.1696 -0.5690 -1.7358 0.15
Br -1.5682 -1.1844 4.7296 -0.1805 -0.5035 0.3719 -0.28
H -1.5420 -1.2581 1.8163 -0.1126 -1.2184 -0.1019 0.18
H -0.7341 -2.3449 -0.2463 -0.0278 1.4455 -0.2820 0.20
H -0.2011 -2.4019 -2.5948 1.2121 2.2211 -0.0430 0.33
H 1.4042 -1.5061 -2.8459 -0.1916 -0.0379 -0.3849 0.34
H -0.1167 -0.7640 -3.3764 -0.4559 0.8271 -1.1330 0.34
H -1.7235 -0.2466 3.6645 0.1168 0.2825 0.2376 0.31
```
Positions in Å, forces in eV/Å.

The largest force on an atom is 6.0 eV/A. The LUMO energy is -1.55 eV.

---

# 2
Here is a structure of composition C7H6Cl2N2O3Tm2 from OMol25. Energies are from ωB97M-V with the def2-TZVPD basis set.

XYZ file:
```
22
Properties=species:S:1:pos:R:3:forces:R:3:lowdin_spin:R:1
Tm -0.9872 -0.7587 -4.5407 -2.4802 -1.0171 1.8444 2.01
Tm 0.3025 1.0631 -0.0596 -0.8560 0.5213 0.1569 2.01
Cl 0.7487 -1.4762 -2.9866 -1.1458 0.6671 -0.4159 -0.01
Cl -1.6791 2.3358 -0.7382 1.0320 -0.8332 -0.4415 0.00
C 2.4473 2.3090 0.5194 5.5435 2.9340 0.6448 0.00
C 0.6031 -1.4548 -5.9439 7.3628 -3.6586 -3.8448 0.00
C 0.5062 0.9355 -4.9262 6.4440 4.7794 -0.1887 0.00
O 3.4650 2.8485 0.6472 -5.1753 -2.7026 -0.5429 0.00
O 1.6017 -1.8816 -6.3574 -5.4344 2.3402 1.9213 0.00
O 1.4898 1.5516 -4.9492 -5.1926 -2.9913 -0.0531 0.00
C -1.0045 1.4168 2.4480 0.0376 0.3960 0.1289 0.00
C -0.6873 -0.0263 2.2707 -0.2750 -0.6019 0.1778 0.00
N -0.1415 -0.6366 1.1960 0.0998 -0.6008 0.4346 0.00
C -0.0480 -2.0206 1.5284 -0.4245 0.6438 0.3012 0.00
C -0.5673 -2.1944 2.7746 0.0254 0.7012 0.0299 0.00
N -0.9596 -0.9129 3.2154 0.2048 -0.5756 -0.1714 0.00
H -2.0674 1.4683 2.7648 0.5064 0.4163 -0.3420 0.00
H -0.3697 1.8130 3.2586 -0.2774 0.1830 -0.3510 0.00
H -0.9342 2.0746 1.5210 -0.2797 -0.3658 1.1764 0.00
H 0.3638 -2.7294 0.8254 -0.0467 0.0001 0.2381 0.00
H -0.6872 -3.0630 3.4203 0.0708 0.2107 -0.3370 0.00
H -1.3951 -0.6616 4.1120 0.2603 -0.4461 -0.3660 0.00
```
Positions in Å, forces in eV/Å.

Its multiplicity is 5. The largest force on an atom is 9.1 eV/A. The LUMO energy (spin up / spin down) is -16.84 / -16.89 eV. As for the total charge: +4.

---

# 3
Here is an isolated molecule of C7H6ClFINO from OMol25. Energies are from ωB97M-V with the def2-TZVPD basis set.

XYZ file:
```
18
Properties=species:S:1:pos:R:3:forces:R:3:mulliken_charge:R:1
C -0.2350 -1.6643 -1.1130 -1.5221 1.4544 0.4564 -0.55
C 0.5488 -1.2829 0.0494 1.4083 -2.1438 0.6341 0.25
C -1.3365 -0.9526 -1.4450 1.2906 0.1329 1.1421 -0.35
C 0.5236 -0.1583 0.6853 -3.0309 4.8165 -1.0810 -0.44
C -1.8883 0.2050 -0.6585 -0.8504 -0.2696 0.1602 -0.66
C -0.9359 1.2950 -0.2638 1.6980 -2.6047 0.9551 0.08
C 1.3730 0.6265 1.5843 0.9413 -2.6273 1.5029 0.09
N 2.3905 1.1423 0.7349 1.3064 1.3832 -1.7125 0.20
O 3.5198 0.7794 0.8088 -0.3843 -0.2426 0.4275 -0.35
F -1.5575 2.0717 0.6520 0.8250 0.2517 -0.1775 -0.27
Cl 2.1161 -0.5593 2.8544 -0.5359 0.7448 -0.3087 -0.22
I 0.1639 2.3552 -1.7695 -0.6018 -0.2276 0.5253 0.09
H 0.1144 -2.5568 -1.5593 -0.0906 -0.6253 -0.9166 0.43
H 1.2628 -2.0542 0.4677 -0.6582 0.7380 -0.5766 0.30
H -2.0203 -1.0865 -2.2266 -0.1665 -1.2812 -1.4429 0.40
H -2.8082 0.5222 -1.2392 0.9924 0.3092 0.9102 0.32
H -2.2205 -0.1801 0.3469 0.0274 0.2653 -0.8121 0.29
H 0.9894 1.4974 2.0912 -0.6488 -0.0740 0.3139 0.38
```
Positions in Å, forces in eV/Å.

The largest force on an atom is 5.8 eV/A. The LUMO energy is -0.59 eV.

---

# 4
Here is an isolated molecule of C7H6ClNO2 from OMol25. Energies are from ωB97M-V with the def2-TZVPD basis set.

XYZ file:
```
17
Properties=species:S:1:pos:R:3:forces:R:3:mulliken_charge:R:1
C -2.0440 -0.0557 0.6810 -0.1031 -1.0129 0.6522 -0.66
C -0.6144 -0.2279 0.2386 0.2335 0.0223 -0.0790 0.34
C -0.1045 -1.5294 0.1966 -0.1660 0.3337 0.0866 -0.50
C 1.2035 -1.7832 -0.1815 -0.2938 -0.1167 -0.0207 -0.62
C 2.0484 -0.7477 -0.5331 0.1562 0.4703 0.0349 -0.41
C 1.5920 0.5683 -0.4831 0.2189 0.3309 -0.1958 -0.46
C 0.2689 0.8125 -0.1161 0.0643 -0.6061 0.0108 0.43
H -2.3326 -0.8743 1.4098 0.3772 0.9244 -0.9878 0.39
H -2.2054 0.8988 1.1411 -0.1491 0.3043 0.1811 0.39
H -0.7659 -2.3482 0.4743 0.1447 0.1427 -0.0618 0.36
H 1.5455 -2.8063 -0.2089 0.1219 -0.0756 -0.0110 0.38
H 3.0691 -0.9662 -0.8273 -0.0946 0.1239 0.0058 0.37
H 2.2383 1.4347 -0.7399 -0.5755 -0.8658 0.2410 0.40
N -0.1455 2.2240 -0.1138 0.1857 0.6344 0.1412 0.91
O -1.3314 2.4907 -0.1645 0.2057 -0.1842 -0.0368 -0.57
O 0.7420 3.0637 -0.0578 -0.3754 -0.3627 -0.0491 -0.59
Cl -3.1639 -0.1537 -0.7157 0.0495 -0.0628 0.0884 -0.17
```
Positions in Å, forces in eV/Å.

Its structure (SMILES) is O=[N+]([O-])c1ccccc1CCl. The largest force on an atom is 1.4 eV/A. The LUMO energy is -0.61 eV.

---

# 5
Here is a cluster of 2 separate species, C7H6ClNOS in total from OMol25. Energies are from ωB97M-V with the def2-TZVPD basis set.

XYZ file:
```
17
Properties=species:S:1:pos:R:3:forces:R:3:mulliken_charge:R:1
C -2.3839 1.1059 -0.0933 -0.8749 -0.2353 1.1758 -0.37
C -1.7427 0.4275 -1.1106 -1.2183 1.6158 -1.9722 -0.24
C -2.0671 0.7836 1.2604 -1.0267 -0.1582 -1.4464 -0.38
C -0.8705 -0.5853 -0.9180 0.2788 0.4690 0.5202 -0.45
C -1.0591 -0.1267 1.5133 0.0254 1.6199 -1.7964 -0.69
C -0.4468 -0.7080 0.3912 1.3325 -2.1428 1.3122 0.52
C 2.8079 -0.7810 -0.8846 -0.4452 0.0768 -3.0743 0.70
N 3.1248 -0.1697 0.1163 -0.1812 1.2110 -0.5224 -0.45
O 2.6902 -0.9745 -2.0270 -0.1691 -0.5294 0.8148 -0.39
S 0.8671 -1.7917 0.7244 -0.0823 -0.2470 -0.0373 -0.22
Cl 4.8571 1.0672 -0.1810 0.6081 0.4349 -0.0544 -0.22
H -3.2483 1.7515 -0.4109 1.1875 -0.4000 0.8111 0.30
H -1.9600 0.7940 -2.1198 -0.1239 -0.5519 0.1702 0.32
H -2.7089 1.1291 2.0412 0.0255 0.5890 0.4969 0.39
H -0.4870 -1.1745 -1.7238 0.3968 -0.1672 -0.1703 0.48
H -0.5650 -0.1685 2.4476 0.0164 -0.5709 0.9348 0.40
H 3.1923 -0.5790 0.9747 0.2504 -1.0138 2.8378 0.32
```
Positions in Å, forces in eV/Å.

The largest force on an atom is 3.1 eV/A. The LUMO energy (spin up / spin down) is -2.46 / -1.87 eV.

---

# 6
Here is a structure of composition C7H6CoO5 from OMol25. Energies are from ωB97M-V with the def2-TZVPD basis set.

XYZ file:
```
19
Properties=species:S:1:pos:R:3:forces:R:3:lowdin_spin:R:1
O -2.5054 0.7480 1.2892 4.7082 -1.3597 -2.7101 0.05
C -1.5252 0.4757 0.7334 -8.5246 2.1168 5.4530 0.08
Co -0.0631 0.2570 -0.2878 -0.9269 -3.7849 1.7683 2.37
O 0.9057 2.8992 0.0286 -1.3778 -3.9275 -0.2907 0.09
C 0.5121 1.8306 -0.1012 3.9975 11.5731 0.5560 0.09
C -0.9635 -0.6284 -1.5490 -3.3855 -2.9158 -5.9272 0.09
O -1.5328 -1.1728 -2.3536 0.9948 0.8523 1.6486 0.06
C 1.5092 -0.4582 -0.7761 9.1366 -3.5264 -3.5598 0.08
O 2.5256 -0.8012 -1.2154 -4.9022 1.6495 2.1223 0.05
C 1.9939 -1.7554 3.4119 -0.1572 -0.1972 0.0742 0.12
C 0.7150 -1.9518 2.6285 -0.5795 0.7057 -1.1778 0.16
C -0.2528 -3.0634 3.0591 -0.5567 -0.0954 -0.3212 0.13
O 0.4494 -1.2381 1.6674 0.5036 -1.3311 1.7989 0.61
H 2.0692 -2.4551 4.2155 -0.0534 -0.4553 0.4361 0.01
H 1.9821 -0.7439 3.7434 -0.0596 1.0606 0.5064 0.00
H 2.7876 -1.8462 2.7086 0.9033 -0.2484 -0.7123 0.00
H -1.2156 -2.5684 3.2372 0.0646 -0.0147 0.2262 0.00
H -0.3909 -3.6957 2.1730 0.1604 -0.1350 0.0955 0.00
H 0.1355 -3.5937 3.9220 0.0545 0.0334 0.0133 0.01
```
Positions in Å, forces in eV/Å.

Its multiplicity is 5. The largest force on an atom is 12.3 eV/A. The LUMO energy (spin up / spin down) is -13.30 / -17.37 eV. As for the total charge: +3.

---

Values of energy above the lowest of the compared OMol25 structures with the same formula, charge and spin, in order: 340.12; 83.87; 213.72; 328.60; 181.25; 0.00, all in kJ/mol.
Values of molecular weight, in order: 276.1; 574.9; 301.5; 171.6; 187.7; 229.1, all in g mol⁻¹.